Density functional theory data (the ωB97M-V functional and the def2-TZVPD basis) for a molecular structure, C40H50AlClNO2Se.

Calculated values
Electronic energy ... -4863.76195 a.u.
Frontier orbital gap ... 7.2 eV
Molar mass ... 718.240 g mol⁻¹
Total charge ... -1
E_HOMO ... -4.73 eV

```
96
C40H50AlClNO2Se | the Open Molecules 2025 dataset | the ωB97M-V functional and the def2-TZVPD basis
Al -0.280 -0.485 -0.467
C -6.173 4.424 -0.436
C -4.832 5.031 -0.003
C -4.937 5.411 1.474
C -4.576 6.311 -0.810
C -3.710 4.021 -0.249
C -2.922 3.491 0.763
C -1.952 2.537 0.487
Se -0.924 1.821 1.935
C -2.185 0.499 2.502
C -3.048 0.817 3.540
C -3.951 -0.116 4.031
C -3.865 -1.397 3.492
C -2.981 -1.781 2.489
C -2.203 -0.765 1.865
O -1.518 -0.989 0.775
C -2.917 -3.281 2.133
C -1.569 -3.726 1.546
C -3.104 -4.133 3.402
C -4.051 -3.623 1.158
C -4.967 0.191 5.131
C -4.871 1.641 5.606
C -6.388 -0.044 4.601
C -4.724 -0.724 6.339
C -1.714 2.062 -0.814
O -0.825 1.122 -1.044
C -2.468 2.635 -1.870
C -3.443 3.572 -1.539
C -2.340 2.270 -3.365
C -1.162 1.356 -3.719
C -2.155 3.555 -4.192
C -3.627 1.561 -3.813
H -6.989 5.137 -0.277
H -6.385 3.519 0.139
H -6.162 4.152 -1.494
H -5.744 6.136 1.608
H -4.011 5.863 1.839
H -5.158 4.541 2.097
H -5.369 7.044 -0.630
H -4.543 6.108 -1.882
H -3.621 6.758 -0.525
H -3.051 3.792 1.793
H -2.996 1.816 3.949
H -4.518 -2.158 3.904
H -0.745 -3.442 2.208
H -1.366 -3.300 0.572
H -1.573 -4.817 1.456
H -2.363 -3.863 4.159
H -2.968 -5.187 3.149
H -4.095 -4.033 3.847
H -3.974 -3.032 0.246
H -5.024 -3.413 1.610
H -4.018 -4.684 0.885
H -5.047 2.343 4.786
H -3.890 1.859 6.035
H -5.626 1.825 6.375
H -6.590 0.606 3.747
H -7.129 0.164 5.381
H -6.522 -1.077 4.273
H -3.710 -0.589 6.722
H -4.842 -1.776 6.071
H -5.432 -0.499 7.143
H -4.051 3.968 -2.347
H -0.209 1.778 -3.400
H -1.144 1.236 -4.808
H -1.254 0.369 -3.268
H -1.243 4.074 -3.886
H -2.988 4.251 -4.092
H -2.061 3.298 -5.252
H -3.779 0.650 -3.228
H -3.557 1.281 -4.869
H -4.507 2.197 -3.685
C 3.425 0.611 -2.867
C 3.495 -0.460 -3.744
C 2.454 -1.369 -3.795
C 1.357 -1.192 -2.955
N 1.324 -0.182 -2.076
C 2.318 0.705 -2.042
C 0.127 -2.034 -2.960
C -0.154 -2.883 -4.031
C -1.371 -3.544 -4.087
C -2.304 -3.337 -3.076
C -1.995 -2.501 -2.008
C -0.773 -1.835 -1.902
H 4.214 1.348 -2.804
H 4.359 -0.588 -4.385
H 2.487 -2.210 -4.474
H 2.215 1.504 -1.320
H 0.554 -3.006 -4.843
H -1.602 -4.191 -4.925
H -3.271 -3.824 -3.126
H -2.737 -2.347 -1.234
Cl 2.589 0.263 1.096
C 1.311 -0.995 0.693
H 0.940 -1.325 1.662
H 1.885 -1.822 0.268
```

Löwdin population analysis, charges in e, atoms 1 to 2: 0.041, -0.052